# C3H11N5O

One molecule with the formula C3H11N5O (ωB97M-V/def2-TZVPD, OMol25).

XYZ file:
```
20
Properties=species:S:1:pos:R:3:forces:R:3:nbo_charge:R:1
C -0.7600 -1.9556 -0.5717 0.71 -0.99 0.37 -0.45
N 0.0513 -0.7845 -0.3814 1.64 1.59 0.77 -0.36
N 1.2390 -0.4370 0.8526 -1.50 -2.59 -1.97 0.01
O 2.4887 -0.6985 0.3053 -0.20 0.18 0.06 -0.56
C 0.8512 0.9528 0.6477 -1.93 0.44 0.12 0.06
N 1.6304 1.8069 -0.1664 0.58 0.40 -0.98 -0.85
C -0.5588 0.4554 0.0524 1.17 1.13 0.73 0.39
N -1.5214 0.4184 1.1441 0.03 -0.13 0.01 -0.86
N -1.0640 1.2400 -1.0211 0.12 0.23 -0.63 -0.86
H -0.7267 -2.6334 0.2901 -0.13 0.01 0.04 0.19
H -0.3726 -2.5064 -1.4358 -0.06 -0.06 0.14 0.20
H -1.8147 -1.7590 -0.7921 0.10 0.45 0.19 0.20
H 2.7125 -1.5849 0.6179 -0.10 0.17 0.13 0.48
H 0.6772 1.4212 1.6212 0.28 -0.17 0.15 0.17
H 2.5487 1.4536 -0.4053 0.02 -0.23 0.52 0.38
H 1.2128 1.9904 -1.0712 -0.56 -0.17 0.08 0.39
H -2.3535 -0.0862 0.8525 0.01 0.06 0.05 0.36
H -1.1233 -0.0688 1.9391 -0.03 -0.04 0.08 0.36
H -1.5286 0.7254 -1.7553 0.05 -0.02 0.07 0.38
H -1.5880 2.0502 -0.7224 -0.18 -0.23 0.08 0.38
```
Forces are in eV/Å.

## Properties
SMILES ... CN1N(O)[C@@H](N)C1(N)N
Kohn-Sham gap ... 9.2 eV

=====

# C2H8N6

A 2-piece molecular cluster, C2H8N6 overall (ωB97M-V/def2-TZVPD, OMol25).

XYZ file:
```
16
Properties=species:S:1:pos:R:3:forces:R:3:nbo_charge:R:1
C 0.4971 1.9916 1.4037 -0.26 0.23 0.16 -0.44
C -2.1713 -1.2000 -0.4118 -0.43 0.14 0.05 -0.45
N 2.4309 -1.4923 -1.8734 -1.34 -1.06 -1.45 0.27
N 1.9769 -2.1222 -2.6809 -0.43 -0.28 -0.25 -0.11
N 3.0960 -0.8702 -1.1119 2.35 1.40 1.71 -0.56
N -0.6292 0.2517 0.4609 -1.14 0.57 0.25 0.02
N 0.5099 0.7361 0.7206 0.62 -0.44 -0.26 -0.32
N -0.8268 -0.8537 -0.1038 1.04 -0.29 -0.08 -0.28
H 0.9593 1.8832 2.3880 -0.05 0.09 0.01 0.21
H 1.0800 2.7175 0.8340 -0.05 0.06 0.06 0.21
H -0.5267 2.3778 1.5320 0.09 0.13 0.08 0.16
H -2.9038 -0.4859 -0.0052 -0.07 -0.03 -0.04 0.16
H -2.2775 -1.2466 -1.4986 -0.17 -0.02 0.05 0.21
H -2.3784 -2.1920 -0.0074 -0.11 0.03 -0.04 0.21
H 2.6476 -0.3248 -0.3928 -0.77 -0.04 0.05 0.40
H -1.4839 0.8299 0.7465 0.71 -0.50 -0.28 0.32
```
Forces are in eV/Å.

## Properties
Kohn-Sham gap ... 9.3 eV

=====

# C3H3IO

C3H3IO as an isolated structure (ωB97M-V/def2-TZVPD, OMol25).

XYZ file:
```
8
Properties=species:S:1:pos:R:3:forces:R:3:nbo_charge:R:1
C -0.1369 -1.8883 0.4751 0.15 -1.71 0.14 -0.33
C -0.0139 -0.7157 0.3318 1.08 5.43 -0.78 -0.10
C 0.1958 1.2088 0.2575 -0.68 -4.71 2.04 0.07
O 0.2692 1.7774 -0.9195 -2.22 1.55 0.74 -0.66
I 1.8191 1.6610 1.6658 -0.74 -0.21 -0.61 0.09
H -0.1149 -2.9504 0.5843 -0.22 0.16 0.02 0.24
H -0.7902 1.2978 0.6606 -0.11 0.96 0.74 0.20
H 0.8794 1.3615 -1.4417 2.75 -1.48 -2.28 0.49
```
Forces are in eV/Å.

## Properties
Kohn-Sham gap ... 9.7 eV

=====

# C23H25CrN6O7P2S

C23H25CrN6O7P2S as an isolated structure (ωB97M-V/def2-TZVPD, OMol25).

XYZ file:
```
65
Properties=species:S:1:pos:R:3:forces:R:3:nbo_charge:R:1
Cr 0.9026 -0.4737 -0.0316 -1.28 0.58 -0.41 1.03
C 0.5547 0.2756 6.6054 0.02 -0.01 -0.06 -0.63
C 0.2328 0.4140 5.1417 0.00 -0.05 0.03 -0.02
C 0.2303 1.6536 4.5103 0.00 0.08 -0.01 -0.18
C 0.0402 1.7637 3.1473 0.02 0.13 -0.02 -0.23
C -0.1862 0.6471 2.3393 0.04 0.10 -0.09 0.23
N -0.2223 0.7401 0.9376 0.37 -0.49 -0.40 -0.52
C -0.8986 1.8239 0.3696 0.08 -0.01 0.07 0.13
C -2.0363 2.3583 0.9989 -0.04 -0.09 0.05 -0.21
C -2.7261 3.4421 0.5071 -0.04 0.02 0.02 -0.21
C -2.3072 4.0837 -0.6571 -0.08 0.04 0.04 -0.02
C -3.0372 5.2863 -1.1962 0.05 -0.04 0.02 -0.63
C -1.2064 3.5596 -1.3008 0.04 -0.02 -0.13 -0.23
C -0.5304 2.4288 -0.8392 0.17 -0.09 -0.07 0.18
N 0.5683 1.9687 -1.6366 0.00 0.06 0.15 -0.14
C 0.8732 2.3655 -2.8870 -0.01 0.03 -0.04 0.00
C 2.0784 1.8008 -3.2334 0.02 0.03 -0.07 -0.33
C 2.4367 1.0359 -2.1256 0.08 0.07 0.16 0.01
N 1.5216 1.1326 -1.1669 -0.04 0.08 -0.40 -0.26
C -0.2110 -0.5872 2.9851 -0.02 -0.18 -0.08 0.08
C 0.0119 -0.7012 4.3518 0.00 -0.10 0.02 -0.20
N -0.4676 -1.7809 2.2464 0.14 0.09 0.02 -0.14
C -1.1821 -2.8419 2.6670 -0.07 0.01 0.01 0.00
C -1.1516 -3.7894 1.6738 -0.02 -0.05 -0.01 -0.32
C -0.3807 -3.2150 0.6617 0.09 0.02 -0.03 0.01
N 0.0424 -2.0048 1.0125 -0.34 -0.38 0.35 -0.26
H 0.2409 1.1564 7.1661 -0.01 -0.02 -0.01 0.22
H 1.6327 0.1588 6.7431 -0.02 0.01 0.00 0.23
H 0.0693 -0.5997 7.0379 0.00 0.02 0.00 0.21
H 0.4222 2.5508 5.0891 0.00 -0.04 -0.01 0.21
H 0.0948 2.7377 2.6766 -0.01 -0.03 0.01 0.22
H -2.3793 1.8784 1.9061 0.02 0.02 0.00 0.22
H -3.6001 3.8036 1.0386 0.04 -0.02 -0.01 0.21
H -3.2558 6.0007 -0.4009 0.00 -0.01 -0.02 0.22
H -3.9894 4.9954 -1.6462 0.02 0.01 0.01 0.22
H -2.4506 5.7998 -1.9596 -0.02 -0.03 0.03 0.21
H -0.8478 4.0655 -2.1871 -0.03 -0.02 0.03 0.20
H 0.2203 3.0019 -3.4571 0.06 -0.01 0.05 0.23
H 2.6050 1.9179 -4.1650 -0.01 -0.02 0.05 0.24
H 3.2982 0.4087 -1.9664 -0.05 -0.05 0.00 0.23
H 0.0509 -1.6912 4.7948 0.00 0.06 -0.03 0.22
H -1.6802 -2.8316 3.6218 0.04 0.04 -0.03 0.23
H -1.6416 -4.7475 1.6631 0.03 0.04 0.00 0.24
H -0.1548 -3.6252 -0.3072 0.00 0.06 0.01 0.23
C 0.1371 -3.6027 -4.3014 0.00 0.01 0.07 -0.64
C 0.5116 -2.3977 -3.4413 -0.01 0.02 0.03 -0.51
O 1.1027 -1.3448 -4.2318 0.02 -0.07 -0.02 -0.76
P 1.9009 -2.7596 -2.3365 0.14 0.08 -0.01 2.40
O 3.1617 -2.8357 -3.2995 -0.01 0.03 0.05 -0.98
O 1.7058 -4.2671 -1.8877 0.11 0.04 0.06 -0.98
O 2.1059 -1.8306 -1.1954 -0.23 -0.08 0.02 -1.08
P -0.9655 -1.7386 -2.5220 0.02 0.10 -0.13 2.38
O -1.6001 -0.8718 -3.7495 -0.12 -0.07 0.17 -1.02
O -1.8592 -2.8415 -2.1263 0.05 0.01 0.03 -1.12
O -0.4565 -0.7162 -1.5358 0.24 -0.06 0.20 -1.09
H 1.0220 -4.0685 -4.7373 -0.01 0.05 -0.03 0.22
H -0.5129 -3.2643 -5.1090 -0.01 0.00 0.01 0.22
H -0.4035 -4.3362 -3.7044 0.03 0.02 -0.03 0.25
H 0.3954 -0.7407 -4.4958 -0.02 0.01 0.02 0.51
H 3.2146 -2.0589 -3.8774 -0.06 -0.04 0.02 0.53
H 2.2370 -4.4879 -1.1084 -0.08 -0.01 -0.02 0.53
H -2.4504 -1.2649 -3.9901 0.10 0.06 -0.04 0.52
S 3.8685 -0.2455 3.5193 0.05 -0.02 0.10 -0.18
C 2.9780 -0.3195 2.1892 -0.11 0.02 -0.25 0.23
N 2.3227 -0.3741 1.2119 0.67 0.06 0.58 -0.61
```
Forces are in eV/Å.

## Properties
2S+1 ... 2
<S²> ... 0.768
Kohn-Sham gap (spin up / spin down) ... 6.9 / 7.6 eV

=====

# C22H31N11O2Ti

C22H31N11O2Ti as an isolated structure (ωB97M-V/def2-TZVPD, OMol25).

XYZ file:
```
67
Properties=species:S:1:pos:R:3:forces:R:3:nbo_charge:R:1
Ti -1.2234 0.0689 -0.1199 -0.41 1.59 -0.93 1.48
N -4.6359 0.3602 0.4793 -0.01 0.05 0.05 -0.76
C -4.1160 -0.8497 0.6695 0.08 0.00 0.01 0.65
N -4.8446 -1.8003 1.2246 0.03 0.03 0.00 -0.59
C -4.2360 -2.9962 1.3411 -0.01 -0.05 0.03 0.61
N -4.8881 -3.9282 2.0509 -0.02 0.01 -0.04 -0.75
N -3.0695 -3.3504 0.7905 0.04 -0.01 0.04 -0.56
C -2.4197 -2.3525 0.1991 -0.01 -0.07 -0.13 0.40
N -2.8251 -1.0374 0.2651 -0.41 -0.82 0.25 -0.66
C -1.2790 -2.5788 -0.6291 -0.11 -0.21 -0.02 0.04
C -0.6870 -3.8562 -0.7673 0.02 0.06 -0.07 -0.18
C 0.2624 -4.0548 -1.7239 0.02 0.00 -0.01 -0.22
C 0.6441 -2.9688 -2.5652 0.03 -0.04 0.00 -0.31
C 0.0851 -1.7443 -2.3522 -0.07 0.10 0.03 0.05
N -0.8386 -1.4983 -1.3934 0.15 -0.46 -0.01 -0.56
H -5.5783 0.5356 0.7780 0.00 0.01 -0.01 0.42
H -4.0736 1.0624 0.0189 -0.01 0.00 0.00 0.43
H -5.8214 -3.7322 2.3650 0.01 0.00 0.01 0.41
H -4.5394 -4.8693 2.0543 0.01 0.00 0.01 0.41
H -1.0436 -4.6522 -0.1293 -0.01 -0.01 -0.01 0.25
H 0.6923 -5.0374 -1.8710 0.01 0.00 -0.01 0.22
H 1.3486 -3.1004 -3.3741 0.00 -0.01 0.01 0.22
H 0.3579 -0.8932 -2.9655 0.00 0.00 0.00 0.20
N 0.7633 1.0234 -0.8368 0.11 0.10 0.25 -0.81
C 1.8745 0.3989 -0.1071 0.03 -0.04 -0.01 -0.16
C 2.9542 1.4214 0.2803 -0.02 0.03 -0.02 -0.41
C 4.1905 0.9455 1.0474 0.05 0.06 0.03 -0.41
C 4.9909 -0.1898 0.4170 0.01 -0.11 0.03 -0.23
N 4.2800 -1.4467 0.6456 0.08 -0.02 -0.09 -0.59
C 4.3719 -2.5361 -0.0847 0.07 0.10 0.10 0.68
N 5.3422 -2.6766 -1.0000 0.01 -0.03 -0.03 -0.78
N 3.4746 -3.5120 0.0926 -0.02 -0.03 -0.03 -0.77
C 1.2667 -0.3254 1.1008 -0.29 0.11 0.08 0.82
O 1.9240 -1.1395 1.7399 -0.13 -0.05 0.27 -0.67
O 0.0363 -0.0263 1.3559 0.47 -0.26 0.36 -0.72
H 0.5425 1.9300 -0.4222 0.03 0.03 -0.08 0.41
H 0.9996 1.2140 -1.8042 -0.05 -0.11 -0.03 0.40
H 2.2887 -0.3824 -0.7501 0.04 0.03 -0.03 0.22
H 2.4737 2.1987 0.8832 -0.02 -0.01 -0.02 0.23
H 3.2679 1.9121 -0.6463 0.05 -0.03 0.00 0.21
H 3.9215 0.6515 2.0646 -0.02 0.00 -0.01 0.23
H 4.8570 1.8028 1.1518 -0.01 -0.01 0.00 0.24
H 5.9779 -0.2334 0.8831 0.01 -0.01 -0.02 0.22
H 5.1284 -0.0260 -0.6569 -0.04 0.03 0.00 0.20
H 3.4472 -1.3822 1.2656 -0.01 0.02 -0.15 0.46
H 6.1252 -2.0467 -0.9940 0.00 -0.01 0.01 0.42
H 5.4623 -3.5468 -1.4882 -0.02 0.01 -0.01 0.42
H 2.6464 -3.3327 0.6414 0.01 0.03 0.00 0.44
H 3.4881 -4.3413 -0.4733 0.00 0.00 0.01 0.41
C -2.5182 2.3485 2.2853 0.00 -0.06 0.00 -0.62
C -2.1651 3.3176 1.1863 0.04 0.02 0.11 -0.06
C -2.0760 4.6681 1.5011 0.02 0.01 -0.01 -0.20
C -1.7400 5.6160 0.5475 0.00 -0.05 -0.01 -0.22
C -1.4832 5.2065 -0.7496 -0.02 0.01 0.00 -0.20
C -1.5655 3.8667 -1.1091 -0.03 0.08 -0.14 -0.07
C -1.2898 3.4620 -2.5345 -0.01 -0.02 -0.01 -0.64
C -1.9155 2.9106 -0.1389 0.04 -0.17 -0.30 0.15
N -1.9685 1.5563 -0.5074 0.29 0.16 0.58 -0.75
H -2.0935 2.6824 3.2318 -0.02 0.01 0.00 0.23
H -2.1463 1.3383 2.1091 0.01 0.03 -0.02 0.20
H -3.5983 2.2703 2.4223 -0.01 0.00 -0.02 0.23
H -2.2664 4.9776 2.5222 0.00 0.00 0.00 0.21
H -1.6781 6.6621 0.8152 0.00 0.00 0.00 0.22
H -1.2227 5.9372 -1.5068 0.00 0.00 0.00 0.21
H -1.7204 4.1828 -3.2295 0.01 0.02 0.01 0.23
H -1.7052 2.4803 -2.7548 0.01 0.01 0.01 0.23
H -0.2146 3.4356 -2.7413 0.00 -0.03 0.01 0.20
```
Forces are in eV/Å.

## Properties
2S+1 ... 2
Total charge ... +1
<S²> ... 0.761
Kohn-Sham gap (spin up / spin down) ... 5.9 / 7.1 eV

=====

# C3H2BrClO

One molecule with the formula C3H2BrClO (ωB97M-V/def2-TZVPD, OMol25).

XYZ file:
```
8
Properties=species:S:1:pos:R:3:forces:R:3:nbo_charge:R:1
O 0.0518 2.4004 0.1300 0.19 1.37 -0.29 -0.51
C -0.3512 1.2940 -0.0719 -3.87 0.43 0.76 0.32
C 0.4831 0.1708 -0.0037 -3.08 -8.30 -0.32 -0.27
Br 2.2660 0.5034 0.0080 1.02 -0.51 0.02 0.18
C -0.2347 -1.3098 0.0040 4.26 7.18 -0.12 -0.17
Cl 0.5838 -2.7397 -0.0123 0.82 -0.65 0.04 0.12
H -1.5317 1.1114 -0.1678 2.13 0.02 -0.07 0.12
H -1.2671 -1.4305 0.1137 -1.47 0.46 -0.03 0.21
```
Forces are in eV/Å.

## Properties
SMILES ... O=C/C(Br)=C/Cl
Kohn-Sham gap (spin up / spin down) ... 7.9 / 7.8 eV

=====

Number 1: electronic energy -469.78768 Eh. Number 2: electronic energy -409.37098 Eh. Number 3: electronic energy -488.88894 Eh. Number 4: electronic energy -3872.33592 Eh. Number 5: electronic energy -2459.23183 Eh. Number 6: electronic energy -3224.85350 Eh.